Entry from the OMol25 dataset: a molecular structure, C10H16GaN2PSe at a distorted geometry (ωB97M-V with the def2-TZVPD basis set).

Last column: Löwdin charge in e.
CARTESIAN COORDINATES (ANGSTROEM)
C1 0.7481 -0.2677 -3.0223  -0.284
C2 -0.3075 0.3472 -3.9437  -0.171
C3 -0.1973 1.7507 -3.7987  -0.283
C4 0.9515 2.0460 -2.9185  -0.205
C5 1.6510 0.7098 -2.5560  -0.150
Ga1 -0.5093 1.0906 -1.9659  0.205
P1 0.5798 -2.0502 -0.3565  0.717
H1 0.9628 -1.3381 -2.8875  0.059
H2 -1.0955 -0.1635 -4.4847  0.108
H3 -1.0983 2.4207 -3.9989  0.141
H4 2.7214 0.5723 -2.0125  0.159
H5 1.0999 3.0527 -2.5898  0.087
H6 1.8709 -2.2941 0.1590  -0.160
H7 0.8997 -3.1101 -1.2400  -0.149
H8 0.0521 -3.0800 0.4987  -0.149
C6 1.3134 1.6635 1.5320  -0.017
N1 0.3771 0.6803 2.0726  -0.130
C7 0.6255 -0.1118 3.1822  -0.065
C8 -0.4568 -0.9239 3.3665  -0.063
N2 -1.3753 -0.6381 2.3720  -0.158
C9 -2.6570 -1.3067 2.2159  -0.043
C10 -0.8372 0.2958 1.5263  -0.657
Se1 -1.9168 1.1778 0.1842  0.542
H9 0.7494 2.2946 0.8674  0.056
H10 2.0987 1.1458 0.9941  0.085
H11 1.7292 2.2221 2.3639  0.092
H12 1.5368 -0.0660 3.7656  0.118
H13 -0.6605 -1.6920 4.0995  0.120
H14 -2.4667 -2.3528 2.0820  0.082
H15 -3.2242 -1.1888 3.1221  0.089
H16 -3.1650 -0.8861 1.3708  0.021

- LUMO level: 0.62 eV
- HOMO level: -4.15 eV
- Frontier orbital gap: 4.771 eV

Entry from the OMol25 dataset: a molecular structure, C27H29BeN5O2PS (ωB97M-V with the def2-TZVPD basis set).

Last column: Löwdin charge in e.
CARTESIAN COORDINATES (ANGSTROEM)
Be1 -0.1243 -0.1405 -0.0366  -0.087
N1 2.4073 -2.4734 1.6934  0.092
C1 2.8012 -2.6987 0.3948  -0.054
C2 1.9735 -1.9516 -0.3755  -0.073
N2 1.0839 -1.2808 0.4373  0.038
C3 1.3787 -1.6156 1.6755  -0.116
H1 2.8201 -2.8668 2.5224  0.167
H2 3.6161 -3.3532 0.1483  0.123
H3 1.9469 -1.8419 -1.4440  0.119
H4 0.8836 -1.2548 2.5609  0.145
O1 -1.5016 -0.9091 -0.3549  -0.257
P1 -2.5623 -1.9593 -0.0947  0.880
C4 -1.8582 -3.6003 -0.1134  -0.278
C5 -1.7128 -4.3400 1.0578  -0.062
C6 -1.0780 -5.5747 1.0257  -0.063
C7 -0.5837 -6.0670 -0.1716  -0.062
C8 -0.7162 -5.3288 -1.3427  -0.063
C9 -1.3493 -4.0994 -1.3155  -0.074
C10 -3.7760 -1.8501 -1.3959  -0.271
C11 -4.5135 -2.9582 -1.8087  -0.074
C12 -5.5012 -2.8107 -2.7715  -0.061
C13 -5.7530 -1.5611 -3.3182  -0.061
C14 -5.0198 -0.4547 -2.9096  -0.062
C15 -4.0324 -0.5949 -1.9483  -0.060
C16 -3.3783 -1.7172 1.4742  -0.279
C17 -4.4770 -2.4988 1.8361  -0.075
C18 -5.0984 -2.2915 3.0542  -0.060
C19 -4.6348 -1.2994 3.9124  -0.056
C20 -3.5522 -0.5135 3.5530  -0.051
C21 -2.9222 -0.7218 2.3325  -0.052
H5 -2.0995 -3.9590 1.9943  0.108
H6 -0.9772 -6.1520 1.9347  0.111
H7 -0.0970 -7.0329 -0.1965  0.112
H8 -0.3301 -5.7174 -2.2752  0.111
H9 -1.4525 -3.5300 -2.2317  0.119
H10 -4.3117 -3.9371 -1.3920  0.110
H11 -6.0701 -3.6713 -3.0954  0.112
H12 -6.5262 -1.4486 -4.0664  0.112
H13 -5.2230 0.5180 -3.3366  0.110
H14 -3.4596 0.2660 -1.6274  0.105
H15 -4.8547 -3.2673 1.1714  0.112
H16 -5.9488 -2.8975 3.3346  0.112
H17 -5.1279 -1.1365 4.8613  0.113
H18 -3.1997 0.2672 4.2135  0.114
H19 -2.0883 -0.0995 2.0399  0.069
N3 0.3996 2.7317 5.1579  0.109
C22 -0.0588 2.6702 4.1013  -0.382
N4 -0.6284 2.6571 2.9065  0.095
C23 -0.4062 1.8037 2.0175  -0.292
N5 -0.2793 1.0600 1.1166  0.175
C24 -0.3353 2.7280 -4.6075  -0.116
C25 0.3858 1.7164 -3.7290  -0.380
S1 -0.2415 1.7254 -2.0619  1.051
O2 0.4505 0.4799 -1.4571  -0.476
C26 0.6052 3.1390 -1.3495  -0.369
C27 2.0953 2.9422 -1.1395  -0.101
H20 0.0857 2.6935 -5.6104  0.087
H21 -0.2192 3.7486 -4.2449  0.072
H22 -1.3996 2.5086 -4.6761  0.080
H23 1.4637 1.8757 -3.6892  0.094
H24 0.2077 0.6907 -4.0537  0.100
H25 0.0841 3.3260 -0.4116  0.077
H26 0.3722 3.9668 -2.0237  0.093
H27 2.2917 2.0277 -0.5837  0.072
H28 2.4751 3.7806 -0.5569  0.091
H29 2.6504 2.9110 -2.0759  0.075

- LUMO level: -2.10 eV
- HOMO level: -11.11 eV
- Net charge: +1
- Frontier orbital gap: 9.004 eV

Entry from the OMol25 dataset: 5 unconnected molecules or ions with the total composition H16N5 at a distorted geometry (ωB97M-V with the def2-TZVPD basis set).

Last column: Löwdin charge in e.
CARTESIAN COORDINATES (ANGSTROEM)
N1 0.3047 -0.0161 -0.2482  0.208
H1 0.3754 -0.9983 -0.6068  0.061
H2 -0.0745 -0.0874 0.6929  0.090
H3 1.1742 0.6004 -0.5377  0.060
H4 -0.4503 0.3975 -0.8043  0.121
N2 -1.3757 -1.9738 1.8958  0.015
H5 -2.1841 -1.4372 2.1823  0.023
H6 -0.6941 -1.8833 2.6484  0.030
H7 -1.6214 -2.9503 1.8214  0.023
N3 2.2951 1.6088 -1.1089  0.038
H8 2.7547 1.6008 -2.0144  0.067
H9 3.0615 1.5684 -0.4418  0.067
H10 1.8406 2.5186 -1.0376  0.066
N4 0.3157 -2.9487 -1.0090  0.027
H11 1.2642 -3.0043 -0.6859  0.033
H12 0.1238 -2.9557 -1.9977  0.040
H13 -0.3967 -3.0576 -0.3078  0.002
N5 -1.4695 3.2693 0.3703  -0.001
H14 -2.1408 3.8257 -0.1452  0.016
H15 -0.9795 3.8522 1.0385  0.011
H16 -2.0035 2.6316 0.9519  0.004

- LUMO level: -2.77 eV
- HOMO level: -13.35 eV
- Net charge: +1
- Frontier orbital gap: 10.586 eV

Entry from the OMol25 dataset: 2 unconnected molecules or ions with the total composition C3H12N2OS at a distorted geometry (ωB97M-V with the def2-TZVPD basis set).

Last column: Löwdin charge in e.
CARTESIAN COORDINATES (ANGSTROEM)
N1 1.3445 -0.0016 -1.0688  0.002
C1 -0.0570 -0.3428 -0.9816  -0.272
C2 -0.4520 -0.6737 0.4229  -0.530
N2 -0.1809 0.4663 1.2677  0.037
C3 -1.9343 -1.0367 0.4525  -0.512
S1 -2.4204 -1.6932 2.0997  0.687
H1 2.0008 -0.7709 -0.9652  0.086
H2 1.6104 0.4051 -1.9504  0.069
H3 -0.6723 0.4749 -1.3513  0.127
H4 -0.3398 -1.1749 -1.6404  0.116
H5 0.1013 -1.5704 0.7482  0.133
H6 -0.2690 0.2807 2.2616  0.060
H7 0.7747 0.7749 1.1469  0.058
H8 -2.4543 -0.1250 0.3144  0.064
H9 -2.1307 -1.8460 -0.2449  0.070
H10 -3.7314 -1.5199 1.8957  -0.153
O1 3.0405 2.9191 -1.1529  -0.068
H11 2.3817 2.2406 -0.9556  -0.007
H12 3.3881 3.1935 -0.2984  0.032

- LUMO level: 0.86 eV
- HOMO level: -9.13 eV
- Frontier orbital gap: 9.994 eV

Entry from the OMol25 dataset: C3H5NOS in the gas phase at a distorted geometry (ωB97M-V with the def2-TZVPD basis set).

Last column: Löwdin charge in e.
CARTESIAN COORDINATES (ANGSTROEM)
O1 2.5325 -0.6648 -0.4456  0.071
C1 1.4374 -0.2773 -0.0887  -0.485
C2 0.5050 0.8179 -0.5332  -0.039
C3 -0.6281 0.0643 0.4591  -0.617
S1 -1.8820 -0.9209 -0.4135  0.720
N1 0.4847 -0.8290 0.8100  0.012
H1 0.8332 1.9283 -0.3828  0.141
H2 -0.0319 0.8073 -1.4973  0.089
H3 -1.2722 0.4894 1.2290  0.073
H4 -2.4351 0.2771 -0.5662  -0.137
H5 0.4566 -1.6921 1.4291  0.170

- LUMO level: 0.66 eV
- HOMO level: -9.51 eV
- Frontier orbital gap: 10.172 eV

Entry from the OMol25 dataset: C19H19N3O2S in the gas phase (ωB97M-V with the def2-TZVPD basis set).

Last column: Löwdin charge in e.
CARTESIAN COORDINATES (ANGSTROEM)
O1 0.3908 -0.2200 0.2545  0.059
C1 -0.7463 -0.2714 -0.1741  -0.526
C2 -1.7819 0.7977 0.1507  -0.061
C3 -1.6499 1.9560 -0.8489  -0.156
N1 -0.2670 2.3966 -0.9185  0.001
C4 0.5440 1.8875 -1.8907  -0.765
S1 0.0113 0.9582 -3.1456  0.707
N2 1.8594 2.2133 -1.8458  0.093
C5 2.4301 2.9933 -0.8732  -0.173
C6 3.7957 3.2726 -0.8661  -0.011
C7 4.3199 4.0780 0.1235  -0.069
C8 3.5013 4.6126 1.1136  -0.074
C9 2.1508 4.3362 1.1138  0.002
C10 1.6021 3.5277 0.1198  -0.059
C11 0.1722 3.2136 0.1255  -0.352
O2 -0.6132 3.6236 0.9513  0.102
N3 -1.1833 -1.2359 -1.0019  0.050
C12 -0.3416 -2.3097 -1.4706  -0.179
C13 -1.0057 -3.6706 -1.2273  -0.135
C14 -1.3360 -3.8305 0.2300  -0.246
C15 -0.3490 -4.1894 1.1388  -0.040
C16 -0.6346 -4.2832 2.4884  -0.082
C17 -1.9127 -4.0156 2.9487  -0.096
C18 -2.9030 -3.6567 2.0515  -0.087
C19 -2.6142 -3.5638 0.7014  -0.056
H1 -2.7943 0.3974 0.1153  0.118
H2 -1.5765 1.1760 1.1529  0.123
H3 -2.2514 2.8041 -0.5147  0.129
H4 -1.9559 1.6484 -1.8505  0.070
H5 2.4405 1.8007 -2.5644  0.136
H6 4.4294 2.8549 -1.6342  0.114
H7 5.3776 4.2941 0.1279  0.107
H8 3.9264 5.2403 1.8810  0.104
H9 1.4903 4.7309 1.8703  0.122
H10 -2.1140 -1.1833 -1.3836  0.145
H11 0.5932 -2.2323 -0.9111  0.123
H12 -0.1304 -2.1751 -2.5379  0.108
H13 -1.9149 -3.7405 -1.8287  0.112
H14 -0.3183 -4.4534 -1.5514  0.117
H15 0.6506 -4.3963 0.7841  0.115
H16 0.1424 -4.5637 3.1844  0.102
H17 -2.1362 -4.0870 4.0030  0.099
H18 -3.9029 -3.4473 2.4034  0.100
H19 -3.3949 -3.2880 0.0054  0.107

- LUMO level: 0.29 eV
- HOMO level: -8.32 eV
- Frontier orbital gap: 8.610 eV

Entry from the OMol25 dataset: a molecular structure, C24H25AuCl2O3Si (ωB97M-V with the def2-TZVPD basis set).

Last column: Löwdin charge in e.
CARTESIAN COORDINATES (ANGSTROEM)
Au1 0.0196 0.8968 0.8428  0.839
Cl1 6.0447 0.0881 4.4518  0.523
C1 4.9498 -0.0648 3.0714  -0.701
C2 5.4732 -0.1306 1.7732  -0.162
C3 4.6363 -0.2241 0.6950  -0.039
C4 3.1898 -0.2821 0.8140  -0.444
O1 2.4371 -0.3012 -0.1778  -0.075
C5 2.7105 -0.2645 2.1862  -0.165
C6 1.2950 -0.3301 2.5343  -0.316
O2 0.3967 -0.9558 1.9249  -0.154
C7 3.5905 -0.1166 3.2610  -0.113
H1 6.5486 -0.1008 1.6332  0.084
H2 5.0388 -0.2522 -0.3114  0.092
H3 1.0635 0.0303 3.5544  0.104
H4 3.1881 -0.0644 4.2684  0.098
C8 -6.2440 -0.6576 -0.5161  -0.108
C9 -4.9664 0.1271 -0.2202  -0.606
C10 -5.0913 0.8764 1.1108  -0.103
C11 -4.7709 1.1713 -1.3282  -0.111
Si1 -3.3414 -0.8916 -0.1911  0.373
O3 -2.0838 0.0210 -0.0081  -0.402
C12 -3.4436 -2.3075 1.0947  -0.186
C13 -4.4941 -2.6200 1.9590  -0.108
C14 -4.3966 -3.6454 2.8964  -0.122
C15 -3.2276 -4.3838 2.9961  -0.129
C16 -2.1595 -4.0851 2.1582  -0.098
C17 -2.2703 -3.0634 1.2272  -0.087
C18 -3.2887 -1.8278 -1.8570  -0.204
C19 -4.0687 -2.9469 -2.1596  -0.109
C20 -3.9778 -3.5894 -3.3889  -0.121
C21 -3.0866 -3.1230 -4.3474  -0.132
C22 -2.2907 -2.0206 -4.0647  -0.106
C23 -2.3921 -1.3845 -2.8325  -0.083
H5 -7.1080 0.0237 -0.5399  0.070
H6 -6.4565 -1.4283 0.2283  0.053
H7 -6.1891 -1.1513 -1.4905  0.064
H8 -5.9409 1.5746 1.0750  0.071
H9 -4.1826 1.4486 1.3104  0.075
H10 -5.2493 0.2013 1.9566  0.060
H11 -5.6305 1.8577 -1.3525  0.072
H12 -4.6893 0.7003 -2.3127  0.071
H13 -3.8635 1.7541 -1.1561  0.061
H14 -5.4160 -2.0522 1.9167  0.069
H15 -5.2333 -3.8597 3.5532  0.084
H16 -3.1401 -5.1743 3.7336  0.083
H17 -1.2302 -4.6368 2.2416  0.094
H18 -1.4128 -2.8162 0.6095  0.105
H19 -4.7541 -3.3349 -1.4109  0.096
H20 -4.5942 -4.4580 -3.5965  0.084
H21 -3.0035 -3.6258 -5.3051  0.082
H22 -1.5810 -1.6603 -4.8013  0.090
H23 -1.7584 -0.5360 -2.5947  0.103
Cl2 -1.5432 3.7416 0.1484  0.242
C24 0.0867 2.8419 0.1832  -0.754
H24 0.7139 3.4996 0.7799  -0.059
H25 0.4275 2.8998 -0.8496  -0.046

- LUMO level: 4.42 eV
- HOMO level: -1.53 eV
- Net charge: -2
- Frontier orbital gap: 5.954 eV

Entry from the OMol25 dataset: a molecular structure, C2H15AgN2O9 (ωB97M-V with the def2-TZVPD basis set).

Last column: Löwdin spin population.
CARTESIAN COORDINATES (ANGSTROEM)
Ag1 -0.0415 -0.4168 -0.4671  0.003
O1 -1.5108 0.3282 -4.9776  0.012
C1 -1.0197 -0.5327 -4.1164  0.021
O2 -0.4611 -0.1964 -3.0517  0.398
O3 -1.0536 -1.7605 -4.3044  0.565
H1 -1.4284 1.2066 -4.5736  0.002
O4 0.6297 -2.1757 1.2481  0.000
H2 0.3704 -2.0077 2.1608  0.000
H3 0.6641 -3.1345 1.1580  0.000
O5 -1.9887 -1.6812 -0.3293  -0.001
H4 -1.9599 -2.2891 0.4164  0.000
H5 -2.6703 -2.0232 -0.9173  0.000
O6 1.9984 0.5431 0.0405  0.000
H6 2.6149 -0.0670 0.4583  0.000
H7 2.5203 1.3180 -0.1914  0.000
O7 1.6183 -1.9492 -1.6501  -0.001
H8 2.3725 -2.4845 -1.3821  0.000
H9 1.1820 -2.4632 -2.3392  -0.001
O8 -0.8698 1.8361 -0.7106  0.001
H10 -1.1890 2.0751 -1.5860  0.001
H11 -0.6945 2.6744 -0.2728  0.000
C2 -0.0616 1.3187 2.7926  0.000
O9 -0.5138 0.5299 1.9630  0.000
N1 0.7729 0.9244 3.8164  0.000
N2 -0.3953 2.6528 2.8014  0.000
H12 1.0632 -0.0276 3.9126  0.000
H13 1.2568 1.6108 4.3673  0.000
H14 -1.1198 2.9521 2.1809  0.000
H15 -0.0855 3.2392 3.5534  0.000

- LUMO level (alpha / beta): -2.67 / -6.19 eV
- HOMO level (alpha / beta): -12.04 / -12.04 eV
- Net charge: +1
- 2S+1: 2
- Frontier orbital gap (alpha / beta): 9.370 / 5.848 eV

Entry from the OMol25 dataset: C20H19N3O3S in the gas phase (ωB97M-V with the def2-TZVPD basis set).

Last column: Löwdin charge in e.
CARTESIAN COORDINATES (ANGSTROEM)
O1 -0.8811 -3.8008 0.6455  0.080
C1 -0.5047 -2.6972 0.3087  -0.453
N1 -1.3384 -1.7007 -0.0551  0.077
C2 -2.7774 -1.8149 -0.0084  -0.117
C3 -3.3865 -0.5568 0.5427  -0.211
C4 -2.8059 0.1025 1.6215  -0.021
C5 -3.3798 1.2815 2.0686  -0.148
N2 -4.4584 1.8188 1.5244  0.055
C6 -5.0187 1.1866 0.5085  -0.150
C7 -4.5253 0.0047 -0.0220  -0.025
C8 0.9412 -2.3073 0.2556  -0.111
C9 1.8795 -3.2300 -0.1958  0.003
C10 3.2262 -2.9085 -0.2293  -0.046
C11 3.6508 -1.6665 0.2158  -0.048
C12 2.7148 -0.7651 0.6833  -0.269
S1 3.2709 0.8072 1.3228  0.668
O2 2.1764 1.4630 1.9786  -0.275
O3 4.4948 0.6001 2.0403  -0.285
N3 3.6813 1.6391 -0.0839  -0.121
C13 2.7301 2.6544 -0.5030  -0.196
C14 1.4442 2.0081 -0.9380  -0.239
C15 0.2243 2.4449 -0.4398  -0.027
C16 -0.9590 1.8833 -0.8881  -0.070
C17 -0.9312 0.8712 -1.8346  -0.114
C18 0.2861 0.4099 -2.3154  -0.079
C19 1.4663 0.9758 -1.8687  -0.044
C20 1.3692 -1.0613 0.7034  -0.008
H1 -0.9598 -0.8283 -0.3977  0.088
H2 -3.0061 -2.6744 0.6321  0.137
H3 -3.1815 -2.0219 -1.0077  0.129
H4 -1.9248 -0.2962 2.1003  0.114
H5 -2.9533 1.8269 2.8997  0.107
H6 -5.9008 1.6573 0.0944  0.104
H7 -5.0161 -0.4680 -0.8595  0.109
H8 1.5351 -4.2031 -0.5123  0.123
H9 3.9447 -3.6298 -0.5873  0.110
H10 4.6931 -1.3922 0.2327  0.117
H11 4.6246 1.9861 0.0049  0.106
H12 2.5258 3.3640 0.3082  0.117
H13 3.1698 3.1966 -1.3465  0.134
H14 0.2006 3.2303 0.2996  0.119
H15 -1.9038 2.2380 -0.5032  0.103
H16 -1.8563 0.4555 -2.2082  0.108
H17 0.3125 -0.3851 -3.0461  0.111
H18 2.4157 0.6262 -2.2455  0.120
H19 0.6908 -0.3239 1.1045  0.117

- LUMO level: 0.34 eV
- HOMO level: -9.57 eV
- Frontier orbital gap: 9.906 eV